Formula: C4H8F2N2
Source: OMol25
Level of theory: ωB97M-V/def2-TZVPD

```
16
Properties=species:S:1:pos:R:3:forces:R:3:mulliken_charge:R:1
C -2.230736 0.724278 1.333818 0.906 -0.966 -1.073 -0.744
C -2.002379 0.735100 0.000288 0.953 -0.179 2.146 -0.176
C -0.655607 0.449400 -0.599895 0.943 0.631 -0.255 -0.499
C 1.691076 0.103409 0.080789 -0.210 -3.194 -1.690 0.416
N 1.869760 -1.752942 -1.195231 -3.269 1.414 3.158 -0.668
N 0.369639 0.311960 0.452077 0.185 -1.576 1.125 -0.267
F 2.524695 -0.265310 1.076864 -0.918 1.057 -0.857 -0.221
F 2.223890 1.018139 -0.752465 -0.549 -0.746 1.235 -0.209
H -3.188221 0.813540 1.761650 -1.264 0.444 0.016 0.296
H -1.522658 0.401888 2.118381 0.082 0.551 -0.864 0.210
H -2.754368 0.919098 -0.730781 -0.701 0.212 -0.193 0.363
H -0.357881 1.258908 -1.324486 -0.277 -0.991 0.596 0.341
H -0.629985 -0.549471 -1.035293 -0.362 0.186 -1.007 0.402
H 2.180668 -2.440224 -0.483817 0.739 1.091 -0.923 0.214
H 2.478232 -1.175219 -1.683513 2.309 0.233 -0.851 0.209
H 0.003873 -0.552547 0.981616 1.431 1.835 -0.564 0.332
```
Positions in Å, forces in eV/Å.

As for the spin multiplicity: 1. The calculation puts the highest occupied orbital energy (alpha / beta) at -8.661 / -8.663 eV. As for the gap between HOMO and LUMO (alpha / beta): 9.4 / 9.4 eV. The value obtained for the electronic energy is -12689.0801 eV. The calculation puts the LUMO energy (alpha / beta) at 0.75 / 0.75 eV. The energy above the lowest of the compared OMol25 structures with the same formula, charge and spin comes out at 3.243 eV.

---

Formula: C4H4Cl3N3
Source: OMol25
Level of theory: ωB97M-V/def2-TZVPD

```
14
Properties=species:S:1:pos:R:3:forces:R:3:mulliken_charge:R:1
C -0.217875 -1.492556 0.914738 -3.834 0.555 0.866 -0.486
C 0.149713 -0.300624 0.329300 5.390 1.834 0.211 0.117
C -0.941744 0.370643 -0.170521 0.482 -3.656 -0.232 0.433
C 2.089803 0.306370 0.215453 -4.250 0.042 0.322 0.309
N -1.604020 -1.569625 0.823017 2.723 -0.743 -0.349 -0.746
N -1.928386 -0.556201 0.003680 2.201 0.718 1.071 0.205
N -0.991870 1.374979 -1.048751 0.060 1.867 -2.373 -0.503
Cl 2.210079 1.251645 -1.374057 0.453 -0.989 1.193 -0.218
Cl 2.445950 1.423157 1.588514 -0.275 -0.628 -0.937 -0.099
Cl 3.070826 -1.116909 0.331790 -0.031 0.269 -0.406 -0.101
H 0.233638 -2.106871 1.660770 0.558 -0.445 -0.176 0.429
H -2.844744 -0.315302 -0.072505 -3.163 0.457 -0.284 0.216
H -0.002022 1.512709 -1.359992 -1.602 0.357 -0.162 0.178
H -1.669350 1.218583 -1.841440 1.286 0.361 1.256 0.265
```
Positions in Å, forces in eV/Å.

As for the spin multiplicity: 1. The calculation puts the highest occupied orbital energy at -8.439 eV. As for the gap between HOMO and LUMO: 8.6 eV. The value obtained for the electronic energy is -46247.2008 eV. The calculation puts the LUMO energy at 0.14 eV. The energy above the lowest of the compared OMol25 structures with the same formula, charge and spin comes out at 0.000 eV.

---

Question: The lowest electronic energy belongs to which entry?
Answer: C4H4Cl3N3

---

Question: What is the formula in the second record?
Answer: C4H4Cl3N3

---

Question: Which of these has the highest electronic energy?
Answer: C4H8F2N2